1.
Computed, not measured: a structure of composition AsF6H78O39 in a non-equilibrium geometry, with ωB97M-V with the def2-TZVPD basis set.

HOMO-LUMO gap = 8.485 eV
HOMO = -7.8 eV

```
! RIJCOSX wB97M-V def2-TZVPD def2/J DEFGRID3
* xyz -1 1
O -1.65770 -3.13187 1.85576
H -0.02513 -0.32958 -3.49942
H 3.57512 5.41422 -1.07824
H -4.18232 -2.67179 3.36974
H 2.62596 -1.84469 -0.34598
H -0.20889 -5.12971 -0.74224
H 3.03017 -2.17557 5.80879
H -2.90412 -2.67368 5.30571
H 4.09149 0.64186 2.55806
H 0.27684 2.95034 -4.23810
O -0.84831 -0.36151 4.43969
O 4.70584 2.58223 0.13201
O 2.41255 -1.45344 5.69349
H 0.66820 -3.64490 1.02007
H -0.62427 -4.34334 3.04408
H -1.52880 -2.33942 1.33456
H -3.43952 0.62298 -0.73382
H 0.48183 -3.17827 -3.78554
H -1.35179 6.91092 1.58424
H 1.43704 4.90959 0.38285
O -2.63223 2.10056 -3.58811
H 2.74067 -1.73014 2.85391
O 0.22581 -5.82674 -2.44697
O 0.13287 3.54566 3.28060
H 2.06412 6.20062 0.86444
H -2.13217 2.86206 -3.88184
H -5.20773 -2.77849 4.47837
H 5.63923 1.88617 -2.52667
H -0.20899 -0.74412 3.83876
O -0.77526 -5.14272 0.02930
O 5.56748 2.81418 -2.75004
H 5.82525 -0.37409 -0.89622
O -1.27998 5.96787 1.43684
H -4.21812 -4.48134 -1.42050
O 3.11353 -5.34680 0.45461
O 1.18733 -2.81292 -4.31942
F 1.51856 -0.39704 0.72346
H -0.63643 -1.26859 -4.51748
H 0.89833 -6.43702 -2.74948
O -5.04298 -1.57763 1.93533
O 3.31981 -2.25394 -0.86300
H -6.69962 2.68791 -0.67039
O -0.03877 -4.80832 3.64177
H -5.54578 -2.35484 1.69167
O -0.42565 -0.34683 -4.36862
O 2.77951 2.90894 -2.73652
H -0.05171 1.16716 -5.38985
As 0.06800 0.28903 -0.12252
H -0.29182 5.00220 -0.78258
H 3.63847 3.65670 2.69441
H 2.03855 -1.59409 4.82367
H 3.47161 -3.06728 -2.37873
H 2.81091 -3.24963 -3.72858
F 0.03138 -1.14699 -1.27942
H 4.84572 1.73733 -0.29555
O -0.80702 4.83036 -1.57079
H -2.91043 4.41832 0.47623
O 3.94568 1.58465 2.63624
O 1.56134 -3.43999 1.29674
H -1.81202 -1.63088 5.41426
O 3.63883 -3.38250 -3.26693
H -1.25569 -3.66120 -2.45747
H -1.47953 -5.74901 -0.20016
O -5.97474 4.04175 0.44358
O 1.92094 -1.35964 3.18103
H 1.95788 3.11416 -3.18266
H 4.62956 2.95924 -2.87454
H -0.50298 1.98731 -6.57964
H 4.50824 4.32451 -0.59478
H -0.60214 -6.26216 -2.64986
O 1.23460 5.82681 0.56712
H -6.11577 1.29209 -0.72221
H -0.32096 0.00637 5.14877
H 2.55900 2.18744 -2.14741
H -0.17141 4.49990 -2.20564
H 4.62790 -0.89375 0.99820
F 1.08509 1.29884 -1.20723
O 0.43658 3.71600 -3.68630
H 0.36920 2.68879 2.92540
H 1.45566 -2.99035 2.13513
F -1.41824 0.90514 -0.89745
H -0.77329 3.44324 3.57148
H 3.38831 -3.14199 -0.51243
H -2.12995 1.75340 -2.85092
O -4.32745 -3.06211 4.23161
H -2.86988 -0.17068 4.09598
H 1.66460 -0.72012 2.51654
O 4.46126 -1.04659 1.92831
H -3.86415 -3.41016 -0.41095
F -0.98972 -0.75170 1.00092
H 2.72782 -6.16189 0.77571
O -2.25169 -2.32104 5.91086
H -5.92044 4.09906 1.39752
H -0.08595 -5.72229 3.36131
H -5.06348 4.04645 0.15062
H 5.09554 -1.71838 2.17854
O -4.34005 0.32739 -0.60002
O 5.04103 0.14855 -1.06385
O -3.37969 4.19538 -0.32771
H -1.53289 -3.85007 1.23541
H -4.91667 -1.10571 1.11218
H 0.57207 4.43367 -4.30503
O 3.12538 4.46343 2.74076
F 0.11048 1.61899 1.08187
H -3.15263 0.51997 -4.64909
O -6.75370 1.86217 -1.15148
H 0.83197 -2.79650 -5.20805
H -4.59925 -0.04218 -1.44409
H -4.17404 -0.54189 -4.30117
H 4.36184 -0.49540 -1.26448
O -3.68580 -0.17362 -5.03753
O -3.47863 -4.10760 -0.94122
H 2.31598 4.20797 3.18330
O -3.72611 0.25152 4.02625
H 4.14685 1.78358 3.55068
O 4.49376 5.24023 -0.87313
H -2.69579 3.90973 -0.93344
H 4.16342 2.37872 0.89399
O -1.31396 -3.23108 -3.31060
H -4.24600 -0.34729 3.49019
H -2.25145 -3.09366 -3.44654
H -0.36408 5.83195 1.19415
H 2.48452 -4.66942 0.70309
O 0.07825 2.01257 -5.81955
*
```

2.
Computed, not measured: a cluster of 2 separate species, CHN3OS in total in a non-equilibrium geometry, with ωB97M-V with the def2-TZVPD basis set.

HOMO-LUMO gap (alpha / beta) = 7.398 / 6.261 eV
HOMO (alpha / beta) = -8.5 / -8.0 eV

```
! RIJCOSX wB97M-V def2-TZVPD def2/J DEFGRID3
* xyz 0 1
S -3.32355 1.22568 0.26673
N -1.09778 -0.98629 -0.77591
C -1.57756 0.89531 0.86428
H 0.66681 0.02352 -0.19820
N 0.02469 -0.75887 -0.66795
O -0.56249 1.50952 0.91045
N -2.29066 -0.15657 0.72752
*
```

3.
Computed, not measured: a structure of composition C35H52OP4SY in a non-equilibrium geometry, with ωB97M-V with the def2-TZVPD basis set.

HOMO-LUMO gap (alpha / beta) = 6.581 / 6.583 eV
HOMO (alpha / beta) = -15.5 / -15.5 eV

```
! RIJCOSX wB97M-V def2-TZVPD def2/J DEFGRID3
* xyz 3 1
H 0.55559 1.70683 4.41783
C 2.61138 4.01016 0.26365
H -3.93360 -4.41637 4.39146
H 2.76056 5.21541 4.06634
C 3.91539 4.65163 2.29258
H 1.07567 -1.90500 -2.87880
C -3.66652 -2.00130 2.00932
C 2.73746 4.69942 3.09055
H -3.83734 -1.42995 -2.57636
H 0.66870 3.92175 3.20176
C -4.65873 -0.93822 -2.05411
C 0.82878 -2.51191 -1.99875
H -1.10690 1.58569 3.78309
H -0.58279 2.81991 -4.27263
P -0.19043 1.02348 -2.69778
H 0.67949 -3.50465 1.07896
H 2.57457 0.96720 2.45826
C -5.77821 -0.26723 -0.00293
H -0.51365 5.12367 -1.85553
H 0.76877 -2.30258 3.57544
C 1.59402 4.06966 2.61000
C 1.44071 1.10717 -3.51703
H 3.07044 -0.52709 -1.65537
H -7.60339 0.84794 -0.25093
C -3.21704 -3.42357 -0.52261
H 2.27756 4.99074 -0.16893
H 1.37299 -3.46918 -2.04603
H -5.59814 -0.29384 -3.90297
H -1.98778 2.61030 -3.17551
S 0.25100 2.87266 0.67151
H 2.67063 -0.81686 2.48256
C -3.64231 -0.86685 2.83866
H -0.25982 5.44115 -0.05190
H -3.78530 -0.12859 4.85228
C -6.73598 0.31612 -2.16589
H -1.13391 -3.52117 0.10943
Y -0.80036 0.52681 -0.06923
H -4.86228 -5.87588 -2.22775
C -0.22254 0.99844 4.09362
C -4.03895 -5.37443 -1.71888
H -7.55452 0.75450 -2.74805
H -3.66984 -4.16560 1.93926
C -3.71489 -3.28365 2.57955
C -4.75777 -0.96615 -0.65271
H 4.86068 3.95105 0.48843
C 1.60076 -3.15153 0.60174
H -3.53439 0.13250 2.40821
C -5.64813 -0.29799 -2.81241
H 3.59471 -2.13682 -1.05501
H -0.64204 -2.27317 2.47469
H 2.33626 -2.94594 1.39235
P 1.27822 -1.64935 -0.43101
H 1.99244 -3.95907 -0.03850
H -5.21809 -3.58192 -1.33990
H 4.86837 4.99807 2.71173
C -3.90407 -2.28855 4.78080
C -4.24932 -4.08456 -1.21540
H 1.85188 0.11145 -3.73083
C -6.78277 0.35166 -0.76213
H -4.06410 -2.39539 5.85625
H -5.79573 -0.23628 1.08086
H -2.64913 -7.01427 -1.92845
H -2.28660 4.20655 0.45298
H -1.14812 0.28311 -4.77465
C -1.75043 -5.32972 -0.90697
C -1.95549 -4.04059 -0.39555
C 1.57596 3.61021 1.30199
C -2.79927 -5.99962 -1.55402
C -3.76920 -1.01734 4.21833
C -1.83827 4.06192 -0.53081
C 3.91793 4.11877 1.02459
P -3.51429 -1.82302 0.24568
H -0.53233 3.40956 -2.57340
C -0.89287 2.62075 -3.23712
C 2.15200 0.05482 2.91274
H -0.24842 -2.72930 -2.00311
H -0.51137 0.35940 4.93837
C 3.02722 -1.22300 -0.80992
O -2.19368 -1.01461 0.04724
C -0.11331 -1.71781 3.26619
H -2.44472 3.62737 -1.34631
C -3.85056 -3.41945 3.96511
H -0.86192 -1.11986 -3.68796
H 1.32536 1.67414 -4.45125
C -1.20803 -0.07975 -3.74123
H 2.31353 0.08213 4.00083
H 2.14381 1.64603 -2.86422
C -0.74543 4.81673 -0.82811
H -2.25359 -0.03170 -3.40286
H 2.55244 3.31038 -0.59495
H -0.80684 -1.61360 4.10952
H -0.77209 -5.80480 -0.79258
H 3.48353 -0.74671 0.06647
P 0.32642 -0.03032 2.64668
*
```

Computed values of electronic energy (unit: Eh) for the preceding records, in sequence: -5816.4360 -676.2441 -3241.1980.